Below is 15 unconnected molecules or ions with the total composition C27H78N6O15, with properties calculated with the ωB97M-V functional and the def2-TZVPD basis.

Output
Strongest force on any atom in eV/Å: 4.90
Lowest unoccupied orbital energy in eV: 0.3
HOMO-LUMO gap in eV: 9.5

XYZ file:
```
126
Properties=species:S:1:pos:R:3:lowdin_charge:R:1
C -6.4266 -4.5893 -1.4454 -0.161
O -5.0068 -4.6649 -1.6067 -0.132
H -6.8712 -3.5793 -1.3708 0.069
H -6.8616 -5.0856 -2.3294 0.084
H -6.7273 -5.1073 -0.5349 0.073
H -4.5746 -4.1913 -0.8908 0.008
C -4.4237 0.9252 3.9133 -0.140
O -5.6248 0.3704 4.4108 -0.128
H -4.3643 2.0035 3.7051 0.095
H -3.5837 0.5272 4.4604 0.075
H -4.2718 0.4584 2.9379 0.066
H -6.0488 1.0582 4.9165 0.084
C 5.9163 -2.2944 -1.9139 -0.081
O 4.9328 -1.1546 -2.0448 -0.179
H 5.4025 -3.3078 -2.0759 0.087
H 6.7678 -2.1884 -2.5720 0.061
H 6.2924 -2.2422 -0.8747 0.069
H 4.0294 -1.5238 -1.9963 0.033
C -3.8626 -0.5521 -0.6333 -0.127
O -4.5018 -1.4520 -1.5356 -0.127
H -2.7611 -0.7616 -0.5354 0.075
H -4.0108 0.4517 -1.0333 0.084
H -4.2547 -0.6936 0.3786 0.059
H -4.8338 -2.1794 -1.0115 0.007
C 4.3365 1.8797 -3.9773 -0.137
O 3.1418 1.1365 -3.6785 -0.106
H 4.6918 1.8490 -4.9893 0.075
H 4.1871 2.8801 -3.6741 0.025
H 5.2011 1.5014 -3.4080 0.072
H 3.4823 0.2581 -3.7803 0.051
C 2.6354 -3.8780 -2.2705 -0.149
O 2.8011 -2.6624 -2.9403 -0.127
H 2.8341 -3.7829 -1.2333 0.069
H 1.6150 -4.2201 -2.2767 0.084
H 3.3142 -4.5981 -2.6427 0.066
H 2.1244 -2.6550 -3.6205 0.053
C 0.9644 -1.4399 1.8220 -0.086
O -0.3087 -1.1109 1.2070 -0.159
H 0.9467 -2.5359 1.8168 0.088
H 1.7999 -1.1871 1.2283 0.062
H 1.0099 -0.9650 2.7977 0.052
H -0.3407 -0.1716 1.0271 0.021
C -2.2416 -3.9448 0.4022 -0.156
O -1.1298 -3.3634 -0.2117 -0.154
H -2.9047 -4.2119 -0.3746 0.040
H -1.9050 -4.8474 0.9654 0.096
H -2.8384 -3.3117 1.0603 0.059
H -0.6355 -2.6422 0.3188 0.066
C -0.1764 4.6007 3.9588 -0.127
O -0.4179 4.7957 2.5363 -0.129
H -1.0984 4.2762 4.3852 0.062
H 0.6461 3.9024 4.1047 0.057
H 0.0089 5.6048 4.3723 0.088
H -0.4527 3.9289 2.1546 0.027
C 4.6973 1.7389 -0.6015 0.007
C 4.6020 1.6280 0.8709 -0.528
O 3.5345 1.8497 1.4544 0.015
N 5.7509 1.4570 1.5348 0.010
C 5.7690 1.1276 2.9075 -0.068
H 4.1718 2.6499 -0.9010 0.073
H 4.3340 0.8302 -1.0248 0.061
H 5.7107 1.9997 -0.8791 0.087
H 6.4964 1.1907 0.9179 0.133
H 5.6305 0.0389 3.0960 0.111
H 4.9235 1.5618 3.2913 0.019
H 6.6709 1.5205 3.3943 0.102
C -7.2925 -1.1541 0.8224 0.016
C -6.2270 -2.0854 1.3720 -0.503
O -5.6307 -2.9129 0.6998 0.001
N -5.9515 -1.9481 2.7376 0.003
C -4.8549 -2.6957 3.3366 -0.073
H -7.1475 -0.8442 -0.2073 0.082
H -7.4354 -0.3678 1.5680 0.077
H -8.2332 -1.7335 0.7213 0.096
H -6.1972 -1.0846 3.2709 0.100
H -4.8553 -2.3903 4.3512 0.067
H -3.8804 -2.4311 2.8970 0.076
H -5.0529 -3.7642 3.1613 0.096
C 1.6739 0.4407 6.4304 -0.007
C 2.6542 0.9961 5.4359 -0.543
O 3.8412 1.0988 5.6970 0.036
N 2.1260 1.3121 4.2332 0.038
C 0.6995 1.2976 3.9844 -0.115
H 1.9994 0.5091 7.4661 0.090
H 1.4083 -0.5627 6.2380 0.074
H 0.7409 0.9608 6.4122 0.057
H 2.7901 1.5383 3.4813 0.107
H 0.5001 1.6432 2.9411 0.097
H 0.1545 2.0669 4.5571 0.059
H 0.2367 0.3359 4.2533 0.082
C -1.9042 -1.9683 -3.5449 0.014
C -0.8812 -2.8179 -4.2990 -0.510
O 0.2103 -2.3698 -4.6324 0.005
N -1.2864 -4.0382 -4.7579 0.009
C -2.6886 -4.4793 -4.8906 -0.076
H -1.4681 -1.9134 -2.5239 0.071
H -2.9110 -2.3136 -3.4794 0.047
H -1.9629 -1.0006 -3.9859 0.087
H -0.6080 -4.4848 -5.4222 0.157
H -3.2684 -4.0477 -5.7011 0.080
H -3.2458 -4.2983 -3.9734 0.062
H -2.6498 -5.5890 -4.9831 0.092
C 1.1052 3.3233 -0.6272 0.013
C 0.4356 1.9632 -0.6059 -0.466
O -0.3707 1.5985 0.2772 -0.013
N 0.8676 1.1732 -1.6476 0.062
C 0.4403 -0.2283 -1.8448 -0.048
H 0.4432 4.0264 -1.0814 0.066
H 2.0845 3.3288 -1.0200 0.036
H 1.2506 3.6367 0.4388 0.095
H 1.6297 1.4570 -2.2401 0.090
H 1.0270 -0.9852 -1.3025 0.082
H 0.5538 -0.5798 -2.9079 0.089
H -0.5639 -0.3133 -1.5262 0.040
C 4.2594 5.6609 -1.6435 0.003
C 3.0557 5.5048 -2.5102 -0.494
O 3.0156 4.5770 -3.4048 -0.032
N 1.9119 6.2082 -2.3091 -0.004
C 0.7795 6.0820 -3.2094 -0.077
H 4.6024 6.6915 -1.5072 0.090
H 5.0518 5.1224 -2.1265 0.081
H 3.9797 5.2642 -0.6973 0.071
H 1.7530 6.5603 -1.3379 0.164
H 0.1017 6.9016 -3.0359 0.078
H 0.2085 5.2095 -2.9844 0.058
H 1.0619 6.0078 -4.2715 0.100
```


Below is 14 unconnected molecules or ions with the total composition C27H82O14, with properties calculated with the ωB97M-V functional and the def2-TZVPD basis.

Output
Strongest force on any atom in eV/Å: 2.29
Lowest unoccupied orbital energy in eV: 0.4
HOMO-LUMO gap in eV: 9.6

XYZ file:
```
123
Properties=species:S:1:pos:R:3:lowdin_charge:R:1
O -0.7724 -3.6765 1.8223 -0.062
H -1.6080 -3.3735 1.4683 0.055
H -0.5610 -4.5343 1.3671 0.032
O 2.8622 3.8138 0.1729 -0.054
H 1.9878 3.9699 0.5615 0.010
H 2.9637 4.3662 -0.5999 0.053
O 4.0116 -0.5877 -1.4319 -0.053
H 4.8357 -0.7472 -1.9171 0.074
H 4.1152 0.2662 -0.9596 0.041
O 1.8519 -2.0548 -2.0506 -0.065
H 1.2425 -1.9511 -1.3071 0.032
H 2.6784 -1.6519 -1.7003 0.016
C 2.3936 -5.7273 -0.5139 -0.049
C 0.9037 -5.7016 -0.8603 -0.421
C 0.6010 -6.8189 -1.8227 -0.067
O 0.0407 -5.7946 0.3590 -0.086
H 3.0492 -5.3975 -1.3247 0.090
H 2.6028 -6.7330 -0.2437 0.063
H 2.6313 -5.0758 0.3318 0.084
H 0.6013 -4.7284 -1.2144 0.126
H 1.1789 -6.6531 -2.7393 0.088
H -0.4228 -6.7459 -2.2116 0.081
H 0.7628 -7.8433 -1.3925 0.101
H 0.3698 -6.5422 0.8565 0.088
C -6.0704 0.8221 -1.1880 -0.062
C -4.7198 0.2486 -1.3614 -0.470
C -3.9441 0.5602 -2.6500 -0.037
O -3.8275 0.7071 -0.2895 -0.101
H -6.0928 1.9283 -1.1672 0.085
H -6.4984 0.4495 -0.2618 0.080
H -6.6471 0.3618 -2.0086 0.095
H -4.7890 -0.8512 -1.3044 0.141
H -2.9315 0.2479 -2.4151 0.068
H -3.9437 1.6551 -2.8721 0.084
H -4.3258 -0.0053 -3.4982 0.080
H -4.2099 0.5035 0.5844 0.065
C -3.6518 4.3819 -1.1926 -0.051
C -2.2291 3.8790 -1.2993 -0.462
C -1.2438 5.0134 -1.2880 -0.063
O -1.9357 3.0895 -0.1153 -0.094
H -3.9775 4.9943 -2.0487 0.090
H -3.9023 4.9246 -0.2616 0.098
H -4.3777 3.5609 -1.2590 0.051
H -1.9969 3.2671 -2.1987 0.135
H -1.2977 5.5939 -2.2208 0.098
H -0.2667 4.6146 -1.0277 0.066
H -1.4686 5.6593 -0.4158 0.094
H -2.5463 2.3141 -0.2057 0.083
C 2.5070 2.4098 -3.2404 -0.048
C 1.3417 2.0719 -4.0628 -0.529
C 0.3740 3.1712 -4.2540 -0.048
O 1.8085 1.5287 -5.3191 -0.084
H 2.1953 2.5369 -2.2001 0.065
H 2.9443 3.3519 -3.6266 0.101
H 3.2443 1.6321 -3.2543 0.072
H 0.7641 1.2535 -3.6439 0.117
H -0.5060 2.8718 -4.8251 0.084
H 0.8901 4.0022 -4.7792 0.098
H 0.0196 3.5942 -3.3127 0.054
H 1.8439 0.5812 -5.0890 0.027
C -3.5289 -1.2142 4.6383 -0.032
C -3.6124 -0.0822 3.5631 -0.419
C -2.4047 0.7774 3.4126 -0.049
O -3.8636 -0.7107 2.2493 -0.087
H -3.4316 -0.8137 5.6310 0.073
H -2.6388 -1.8046 4.4460 0.058
H -4.4050 -1.8489 4.5027 0.078
H -4.5061 0.4437 3.8158 0.122
H -1.4795 0.2181 3.3915 0.079
H -2.2593 1.5090 4.1584 0.069
H -2.4910 1.2944 2.4548 0.081
H -3.0040 -0.8069 1.8112 0.074
C -0.5780 -1.4943 -4.0707 -0.049
C 0.5304 -1.5014 -5.0971 -0.453
C 0.2328 -0.5643 -6.2500 -0.062
O 1.7942 -1.1138 -4.5158 -0.093
H -0.6750 -0.5315 -3.5987 0.067
H -0.4565 -2.2272 -3.2932 0.066
H -1.4582 -1.7395 -4.6259 0.074
H 0.6598 -2.5109 -5.4961 0.134
H -0.5958 -0.9840 -6.8520 0.090
H 1.0472 -0.4792 -6.9662 0.089
H -0.0269 0.4369 -5.9528 0.063
H 1.8350 -1.4426 -3.5822 0.038
C 1.8320 -3.7292 5.8242 -0.075
C 0.5498 -4.1163 5.1548 -0.523
C -0.3724 -4.9005 6.0835 -0.052
O -0.0185 -2.9340 4.6203 -0.057
H 1.6943 -3.1946 6.7701 0.080
H 2.4913 -3.1418 5.1879 0.078
H 2.4274 -4.5945 6.1722 0.085
H 0.7919 -4.7619 4.3067 0.129
H -0.0346 -5.9865 6.1897 0.102
H -1.3679 -4.9117 5.6507 0.071
H -0.3483 -4.4498 7.0610 0.066
H -0.3482 -3.2053 3.7632 0.029
C 1.1836 4.5623 3.1794 -0.072
C -0.0730 4.1408 2.4113 -0.291
O 0.3206 3.5110 1.2046 -0.149
H 1.8997 5.1282 2.5952 0.063
H 1.6534 3.6161 3.5071 0.080
H 0.8813 5.1403 4.0846 0.086
H -0.6744 4.9802 2.1648 0.095
H -0.6840 3.4421 3.0013 0.108
H -0.4764 3.3901 0.6321 0.034
C 0.9418 0.8370 0.0036 -0.088
C 0.9246 -0.2299 1.0299 -0.278
O 0.0928 -1.3399 0.5548 -0.110
H 1.3200 0.3937 -0.9266 0.070
H 1.5599 1.6461 0.3916 0.062
H -0.0735 1.1916 -0.1366 0.069
H 0.5175 0.1678 1.9681 0.104
H 1.9766 -0.6279 1.1443 0.132
H 0.1290 -2.0551 1.2004 0.031
C 5.2001 2.7009 2.6827 -0.104
C 5.7648 2.2767 1.3817 -0.333
O 4.7711 1.7549 0.5032 -0.116
H 5.9967 3.1440 3.2863 0.077
H 4.7088 1.8595 3.1997 0.085
H 4.3785 3.4413 2.5635 0.068
H 6.5119 1.5186 1.5985 0.107
H 6.3247 3.0955 0.8611 0.123
H 4.0898 2.4282 0.2775 0.043
```


Below is 14 unconnected molecules or ions with the total composition C27H82O20, with properties calculated with the ωB97M-V functional and the def2-TZVPD basis.

Output
Strongest force on any atom in eV/Å: 2.95
Lowest unoccupied orbital energy in eV: 0.2
HOMO-LUMO gap in eV: 9.5

XYZ file:
```
129
Properties=species:S:1:pos:R:3:lowdin_charge:R:1
O -26.2692 25.3735 7.6160 -0.059
H -25.8886 26.1474 7.2007 -0.016
H -25.6235 24.6818 7.4718 -0.016
O -21.4396 27.4105 13.6614 -0.049
H -21.9126 27.1693 12.8650 -0.012
H -20.6400 26.8852 13.6341 0.025
O -23.4969 27.8812 9.4276 -0.022
H -22.6261 28.2259 9.2302 0.027
H -23.4034 27.4706 10.2872 0.027
C -23.0690 24.7965 7.3076 -0.257
C -22.0840 24.8265 6.1490 -0.226
O -21.5394 23.5207 6.0019 -0.055
O -23.9811 23.7480 7.2869 -0.055
H -23.6919 25.6871 7.2242 0.099
H -22.5526 24.7838 8.2675 0.114
H -21.2924 25.5627 6.2886 0.114
H -22.5948 25.1687 5.2490 0.114
H -22.2164 23.1042 5.4637 0.084
H -23.5401 23.0791 7.8157 0.106
C -26.5988 29.4067 8.2931 -0.174
C -25.6144 29.2625 7.0882 -0.183
O -25.0415 27.9475 7.1561 -0.108
O -25.8880 29.4742 9.5289 -0.110
H -27.3018 28.5755 8.3478 0.131
H -27.1730 30.3303 8.2204 0.127
H -24.7892 29.9500 7.2740 0.105
H -26.1303 29.4620 6.1490 0.126
H -24.5136 27.9021 7.9566 0.018
H -25.2170 28.7904 9.5906 0.058
C -17.2105 30.6250 10.1433 -0.238
C -16.4252 29.5533 10.9424 -0.276
O -15.1786 30.0022 11.2786 -0.037
O -16.8010 30.6776 8.7806 -0.055
H -17.0866 31.5979 10.6189 0.125
H -18.2648 30.3495 10.1680 0.080
H -16.4548 28.5852 10.4424 0.104
H -16.8752 29.2810 11.8971 0.121
H -14.7474 30.4889 10.5724 0.084
H -15.8835 30.9373 8.8920 0.073
C -19.3392 27.5926 10.0003 -0.203
C -19.7222 28.2907 8.6778 -0.178
O -20.9561 29.0180 8.8327 -0.084
O -20.1458 26.4098 10.2664 -0.080
H -19.4145 28.2407 10.8734 0.112
H -18.2856 27.3170 9.9556 0.105
H -19.7796 27.5524 7.8780 0.114
H -18.8081 28.8543 8.4914 0.106
H -20.9054 29.8957 8.4473 0.057
H -19.7141 25.7029 9.7810 0.079
C -27.8460 30.5002 12.2766 -0.215
C -26.7216 31.5657 12.1210 -0.187
O -25.4854 30.9555 11.6918 -0.090
O -28.2987 30.1455 10.9718 -0.059
H -28.6587 31.0637 12.7349 0.114
H -27.5455 29.7459 13.0038 0.095
H -26.5826 31.9037 13.1479 0.111
H -27.0246 32.4568 11.5711 0.122
H -25.5646 30.5870 10.8088 0.042
H -27.5487 29.8739 10.4376 0.025
C -21.6676 30.7244 11.3430 -0.179
C -22.4919 30.8434 12.6291 -0.236
O -23.2199 32.0372 12.5469 -0.076
O -20.2816 31.2555 11.3384 -0.091
H -22.1576 31.1972 10.4919 0.122
H -21.7018 29.6569 11.1256 0.084
H -21.7919 30.8642 13.4644 0.121
H -23.1385 29.9716 12.7292 0.100
H -24.0656 31.9440 12.1023 0.034
H -19.8226 31.1117 12.1692 0.079
C -20.6814 22.5449 13.3448 -0.055
C -21.3339 23.5467 14.2367 -0.503
C -22.6932 23.0730 14.8516 -0.038
O -20.4350 23.7401 15.2786 -0.050
H -21.0764 22.7301 12.3459 0.070
H -20.9030 21.5056 13.5871 0.082
H -19.5916 22.5599 13.3399 0.084
H -21.5234 24.4813 13.7089 0.112
H -23.2168 23.7923 15.4813 0.063
H -22.6490 22.1637 15.4511 0.078
H -23.3185 22.9052 13.9747 0.063
H -20.2922 24.6438 15.5694 0.091
C -25.8437 29.3472 16.1061 -0.027
C -25.0398 28.3342 15.2428 -0.465
C -24.5972 27.1385 16.0473 -0.052
O -25.6859 27.8919 14.0757 -0.069
H -26.4015 29.9344 15.3766 0.065
H -25.2667 29.9243 16.8286 0.088
H -26.6532 28.9166 16.6955 0.078
H -24.1758 28.8600 14.8365 0.132
H -25.3657 26.3843 16.2167 0.084
H -24.4199 27.3261 17.1063 0.079
H -23.7170 26.6326 15.6507 0.068
H -26.6098 27.9309 14.3334 0.099
C -22.7207 29.8372 5.4880 -0.047
C -21.8136 29.2653 4.3953 -0.493
C -22.3623 28.2455 3.4682 -0.061
O -21.5332 30.3909 3.6150 -0.054
H -22.8646 29.2282 6.3804 0.058
H -23.7152 30.0995 5.1271 0.078
H -22.3471 30.7975 5.8437 0.076
H -20.9088 28.8596 4.8480 0.140
H -22.9800 27.5856 4.0773 0.074
H -21.6112 27.6648 2.9328 0.085
H -23.0003 28.5384 2.6344 0.084
H -22.3299 30.5578 3.1060 0.086
C -21.1927 33.9012 7.5254 -0.051
C -19.9280 33.0135 7.5830 -0.409
C -18.7775 33.7775 8.3044 -0.048
O -20.1574 31.7868 8.3080 -0.080
H -22.0256 33.2627 7.2310 0.058
H -21.2396 34.7290 6.8179 0.079
H -21.5593 34.1602 8.5186 0.080
H -19.5734 32.6628 6.6138 0.137
H -18.0469 33.0567 8.6712 0.052
H -19.0034 34.3758 9.1871 0.080
H -18.2310 34.4552 7.6486 0.077
H -19.9762 31.9359 9.2389 0.050
C -25.7750 25.9334 11.7165 -0.031
C -24.3338 25.8072 12.1810 -0.453
C -23.3794 25.0348 11.2385 -0.021
O -23.8215 27.1183 12.2398 -0.091
H -26.4337 26.2591 12.5215 0.064
H -26.2119 24.9638 11.4779 0.088
H -25.9559 26.5993 10.8727 0.084
H -24.3845 25.3568 13.1723 0.129
H -22.3945 25.4787 11.3836 0.060
H -23.6075 25.1654 10.1807 0.061
H -23.4233 23.9745 11.4873 0.078
H -24.4418 27.4879 12.8724 0.044
```


Question: The lowest lowest unoccupied orbital energy belongs to which entry?
Answer: C27H82O20


Question: Number 2 is which compound?
Answer: C27H82O14